{
  "formula": "C15H7Cl48O",
  "method": "wB97M-V/def2-TZVPD",
  "total_charge": -1,
  "e_tot_ha": -22739.9685,
  "orbital_gap_ev": 2.56,
  "symbols": ["C", "O", "C", "C", "H", "H", "H", "H", "H", "H", "H", "C", "Cl", "Cl", "Cl", "Cl", "C", "Cl", "Cl", "Cl", "Cl", "C", "Cl", "Cl", "Cl", "Cl", "C", "Cl", "Cl", "Cl", "Cl", "C", "Cl", "Cl", "Cl", "Cl", "C", "Cl", "Cl", "Cl", "Cl", "C", "Cl", "Cl", "Cl", "Cl", "C", "Cl", "Cl", "Cl", "Cl", "C", "Cl", "Cl", "Cl", "Cl", "C", "Cl", "Cl", "Cl", "Cl", "C", "Cl", "Cl", "Cl", "Cl", "C", "Cl", "Cl", "Cl", "Cl"],
  "positions_angstrom": [[-3.588681, -2.145852, 2.278512], [-2.136506, -1.982848, 2.498900], [-1.367416, -2.626223, 1.555372], [-1.130778, -1.809205, 0.267379], [-4.010042, -1.129183, 2.211874], [-3.765644, -2.677600, 1.332460], [-1.764483, -3.611595, 1.257085], [-0.382314, -2.831636, 2.006801], [-0.123643, -1.382731, 0.218812], [-1.214104, -2.445580, -0.620788], [-1.838847, -0.994846, 0.129927], [3.138106, -1.484863, 0.389591], [2.281025, -0.449620, 1.523144], [2.851015, -0.947447, -1.282287], [4.871925, -1.423170, 0.733682], [2.545051, -3.138584, 0.559018], [2.112677, 0.639084, 5.413050], [3.871680, 0.836777, 5.353146], [1.387817, 1.423443, 4.007638], [1.708996, -1.077535, 5.393754], [1.487015, 1.381756, 6.890854], [1.779442, 3.644397, -0.712760], [0.595392, 3.868982, 0.580954], [3.244569, 4.579901, -0.346083], [2.209994, 1.938722, -0.838324], [1.074721, 4.193692, -2.234163], [4.208807, 2.868669, -4.765256], [3.909247, 4.483910, -4.119071], [3.383456, 2.696887, -6.320564], [5.947748, 2.646275, -4.986489], [3.601526, 1.661145, -3.627850], [-4.958195, 0.068306, -1.297857], [-6.138108, 0.206035, 0.012496], [-3.484196, 0.933400, -0.859084], [-4.588405, -1.633402, -1.575663], [-5.620519, 0.773397, -2.790660], [-6.669033, 4.348438, -0.104539], [-7.462520, 2.972020, -0.870076], [-6.011430, 5.418291, -1.353523], [-7.844647, 5.242782, 0.873688], [-5.360062, 3.777100, 0.928866], [-0.326536, 7.694387, -4.048758], [0.430130, 7.674439, -2.453769], [-2.039622, 8.093386, -3.883325], [0.466451, 8.908487, -5.061630], [-0.164889, 6.104636, -4.807044], [-5.751354, -2.126258, 5.362355], [-6.947687, -1.913945, 6.664733], [-4.241274, -1.333984, 5.826040], [-5.463944, -3.851946, 5.122987], [-6.368408, -1.400953, 3.880253], [6.613881, -5.580700, 0.530689], [7.320278, -5.761399, 2.142096], [4.927913, -5.086507, 0.675821], [7.510952, -4.348676, -0.367609], [6.714164, -7.123358, -0.330833], [-5.052304, -3.622132, -5.395140], [-5.306681, -2.070322, -4.601242], [-5.939191, -3.668394, -6.929743], [-3.326997, -3.848671, -5.710572], [-5.631583, -4.920623, -4.345246], [0.652568, -5.862537, 3.956464], [-0.208023, -7.250540, 3.277079], [1.484222, -4.994282, 2.658912], [-0.491126, -4.781449, 4.742552], [1.847115, -6.432579, 5.137654], [8.505802, 4.138640, -1.951271], [9.218717, 4.137619, -0.333564], [8.893361, 2.614695, -2.761748], [6.754658, 4.315968, -1.822056], [9.168773, 5.485510, -2.886049]],
  "forces_ev_per_angstrom": [[-0.23, -0.11, 0.59], [-0.01, -0.21, -0.01], [0.62, 0.25, -0.28], [0.26, -0.21, -0.51], [0.00, 0.06, -0.21], [0.16, 0.18, -0.19], [-0.28, 0.01, 0.25], [-0.09, 0.05, 0.01], [-0.04, 0.08, 0.18], [-0.04, -0.01, -0.05], [-0.18, -0.11, 0.31], [-0.06, 0.03, 0.07], [0.10, -0.15, -0.02], [0.07, -0.34, 0.07], [0.00, -0.01, -0.06], [-0.16, 0.30, -0.30], [-0.05, -0.16, -0.05], [0.00, 0.01, 0.00], [-0.07, 0.13, 0.07], [0.01, 0.05, -0.01], [0.02, 0.00, -0.02], [-0.01, -0.13, 0.05], [0.07, -0.01, 0.02], [-0.08, 0.05, -0.04], [-0.31, 0.44, 0.34], [-0.03, -0.03, 0.07], [0.00, -0.08, 0.03], [0.06, 0.05, -0.08], [0.01, -0.01, 0.03], [0.01, -0.04, -0.07], [0.19, 0.13, -0.37], [0.11, -0.27, 0.34], [0.18, -0.27, -0.10], [-0.07, 0.09, -0.06], [0.06, 0.20, 0.35], [-0.04, 0.00, -0.07], [0.00, -0.08, 0.02], [-0.14, 0.42, -0.01], [0.00, 0.01, 0.00], [0.01, 0.02, -0.02], [-0.04, 0.01, -0.03], [0.00, -0.01, 0.05], [-0.02, 0.04, -0.06], [0.03, -0.01, -0.01], [0.00, -0.01, 0.00], [0.01, 0.04, 0.00], [0.29, -0.09, -0.30], [-0.05, 0.02, 0.07], [-0.05, -0.02, 0.00], [-0.06, 0.05, 0.06], [-0.17, 0.04, 0.08], [-0.10, -0.04, 0.04], [0.00, 0.00, -0.02], [0.34, -0.15, -0.02], [0.00, -0.01, 0.00], [0.01, 0.02, 0.01], [-0.02, 0.09, 0.04], [-0.06, -0.18, -0.42], [0.01, -0.01, 0.00], [-0.02, -0.01, -0.01], [0.01, 0.01, -0.02], [-0.16, 0.09, 0.04], [0.03, 0.00, 0.01], [-0.05, -0.17, 0.30], [0.03, -0.01, -0.13], [0.03, -0.02, -0.01], [-0.06, -0.01, 0.03], [0.01, 0.00, -0.02], [-0.01, 0.04, 0.02], [0.05, -0.03, 0.01], [-0.01, -0.02, 0.00]],
  "mulliken_charge": [-0.538, -0.321, 0.156, 0.149, -0.028, -0.036, 0.309, -0.193, -0.172, 0.271, -0.236, 0.171, 0.083, -0.086, -0.149, -0.113, 0.272, -0.114, -0.048, -0.024, -0.115, 0.032, -0.098, -0.103, 0.198, 0.030, 0.203, -0.072, -0.110, -0.064, 0.031, 0.300, -0.058, -0.076, -0.093, -0.146, 0.330, -0.062, -0.107, -0.113, -0.053, 0.340, -0.078, -0.090, -0.105, -0.091, 0.211, -0.142, -0.079, -0.093, -0.022, 0.289, -0.110, 0.047, -0.102, -0.113, 0.296, 0.007, -0.118, -0.106, -0.103, 0.211, -0.120, 0.029, -0.031, -0.127, 0.269, -0.107, -0.099, 0.038, -0.106]
}